(1)
10
Properties=species:S:1:pos:R:3:forces:R:3:nbo_charge:R:1 method="wB97M-V/def2-TZVPD" spin_multiplicity=1 lumo_ha=0.017 gap_ev=9.819 smiles=NNSC(Cl)(Cl)Cl e_homo_ev=-9.34
N 1.6236 0.5253 -0.9804 0.43 0.12 1.43 -0.642
N 1.0729 -0.7154 -0.6345 -0.23 -2.86 -1.60 -0.667
S 0.3023 -1.0071 0.7873 -0.42 0.84 -0.23 0.458
C -1.4034 -0.0073 0.8389 0.78 -0.82 -0.76 -0.342
Cl -2.7290 -1.1386 0.5731 -0.25 -0.25 0.34 0.024
Cl -1.5546 1.1997 -0.4539 0.35 0.12 0.03 0.014
Cl -1.4900 0.7555 2.4081 -0.06 -0.06 0.15 0.051
H 2.3834 0.6890 -0.2615 -1.29 0.35 -1.07 0.349
H 0.7775 1.0592 -0.8004 1.08 1.50 -0.17 0.360
H 1.0173 -1.3604 -1.4766 -0.38 1.08 1.88 0.395

***

(2)
9
Properties=species:S:1:pos:R:3:forces:R:3:nbo_charge:R:1 method="wB97M-V/def2-TZVPD" spin_multiplicity=1 lumo_ha="-0.021 / -0.065" relative_energy_kj_mol=327.5 gap_ev="7.745 / 6.328" e_homo_ev="-8.31 / -8.10"
C 0.5624 -0.1403 2.4789 0.87 -2.05 -1.25 -0.644
Si -0.3116 0.3337 -1.9329 0.63 1.05 -0.15 1.023
S -0.4487 0.2329 1.2099 -1.22 -1.85 -1.20 0.211
Cl 0.0923 -1.5941 -2.5656 -0.10 0.19 -0.05 -0.385
Cl 1.1360 1.6700 -2.8110 -0.81 -0.88 0.47 -0.406
Cl -2.1594 0.9834 -2.6591 0.41 -0.30 0.12 -0.386
H 0.6583 0.7140 3.0942 0.97 0.25 0.93 0.215
H 1.1971 -1.0930 2.3223 -0.89 2.05 1.05 0.232
H -0.7264 -1.1067 0.8630 0.15 1.55 0.06 0.140

***

(3)
8
Properties=species:S:1:pos:R:3:forces:R:3:nbo_charge:R:1 method="wB97M-V/def2-TZVPD" spin_multiplicity=3 lumo_ha="0.023 / -0.096" relative_energy_kj_mol=222.1 gap_ev="8.047 / 7.640" e_homo_ev="-7.43 / -10.26"
C -0.6143 -0.1965 -0.8750 2.99 2.08 0.79 -0.598
Si -0.5802 1.6432 -0.0061 1.51 -0.62 -2.26 0.574
Cl -0.7665 -1.5005 0.1787 -0.75 -1.43 0.68 0.037
Cl 1.0154 -0.3782 -1.8233 -0.95 0.42 0.70 -0.090
Cl 0.9143 -0.2412 2.7436 0.16 0.41 0.29 -0.257
H -1.2645 -0.1716 -1.6691 -1.85 -0.35 -1.50 0.210
H 0.8692 -1.4923 2.5362 0.00 -0.31 -0.07 0.267
H 0.4267 2.3371 -1.0850 -1.11 -0.20 1.36 -0.144

***

(4)
8
Properties=species:S:1:pos:R:3:forces:R:3:nbo_charge:R:1 method="wB97M-V/def2-TZVPD" spin_multiplicity=3 lumo_ha="0.032 / -0.056" relative_energy_kj_mol=0.0 gap_ev="8.117 / 10.947" e_homo_ev="-7.26 / -12.47"
C -1.6730 0.5631 -0.4083 -2.00 0.36 -1.83 0.634
F -2.6819 1.3772 0.0070 1.47 -0.27 -0.73 -0.321
F -1.5919 0.5731 -1.7986 0.02 0.34 2.40 -0.330
Si 2.0232 -0.4010 0.4605 -0.75 0.33 2.12 0.489
Cl -1.9859 -1.0066 0.1822 0.49 -0.41 0.16 0.020
H 1.3441 0.2330 1.5624 -0.27 0.15 0.43 -0.165
H 2.1799 0.3831 -0.6256 0.46 1.39 -2.52 -0.169
H 2.3854 -1.7218 0.6203 0.58 -1.89 -0.03 -0.158

***

(5)
7
Properties=species:S:1:pos:R:3:forces:R:3:nbo_charge:R:1 method="wB97M-V/def2-TZVPD" spin_multiplicity=1 lumo_ha=0.029 relative_energy_kj_mol=22.8 gap_ev=11.401 smiles="C=NCl.F" e_homo_ev=-10.62
C -0.9441 -0.3505 -0.5889 -4.03 0.38 0.61 -0.058
N -0.4934 -1.3683 -0.0092 -0.21 -0.07 -0.39 -0.383
Cl 1.2147 -1.3874 0.0684 0.74 -0.11 0.17 0.068
H -0.5306 0.5703 -0.8955 1.54 0.57 -0.50 0.191
H -2.1078 -0.2424 -0.6406 1.99 -0.81 0.14 0.183
F 1.3457 1.7251 0.7535 -0.50 1.90 -1.41 -0.559
H 1.5154 1.0531 1.3124 0.46 -1.85 1.38 0.557

***

(6)
8
Properties=species:S:1:pos:R:3:forces:R:3:nbo_charge:R:1 method="wB97M-V/def2-TZVPD" spin_multiplicity=1 lumo_ha=0.000 relative_energy_kj_mol=0.0 gap_ev=9.537 smiles=N[C@H](F)SCl e_homo_ev=-9.53
N -0.3070 -0.1998 -0.2664 0.74 0.35 -0.15 -0.829
C 0.6090 0.8482 0.0117 1.07 2.51 0.00 0.244
F 0.9179 1.4893 -1.2307 -0.35 -0.62 0.75 -0.387
S 2.3476 0.5860 0.8233 -1.87 0.12 -0.19 0.190
Cl 3.1543 -0.7822 -0.4101 -0.09 -0.16 -0.18 -0.156
H -0.1836 -0.2645 -1.2544 -0.71 0.06 -1.32 0.382
H 0.1012 -1.0726 -0.0411 0.39 -1.24 1.13 0.372
H 0.1176 1.6873 0.5868 0.82 -1.03 -0.05 0.184

***

(7)
8
Properties=species:S:1:pos:R:3:forces:R:3:nbo_charge:R:1 method="wB97M-V/def2-TZVPD" spin_multiplicity=1 lumo_ha=-0.048 relative_energy_kj_mol=382.7 gap_ev=9.328 e_homo_ev=-10.62
C -1.0813 -0.0658 -0.3276 -0.04 -1.82 2.38 -0.305
O 0.0175 0.7893 -0.0638 1.80 1.16 -0.29 -0.826
F 1.0471 -1.7727 0.5071 0.79 2.58 -0.89 -0.729
P 1.5231 0.4181 -0.3328 -1.58 -2.81 0.58 1.420
Cl 2.2836 1.4043 1.1810 0.63 0.36 0.67 -0.237
H -0.6834 -1.0544 0.1976 -1.56 1.59 -1.20 0.285
H -1.2116 -0.1949 -1.3891 -0.40 0.02 -0.29 0.186
H -1.8951 0.4761 0.2276 0.36 -1.08 -0.97 0.205

***

(8)
8
Properties=species:S:1:pos:R:3:forces:R:3:nbo_charge:R:1 method="wB97M-V/def2-TZVPD" spin_multiplicity=1 lumo_ha="-0.010 / -0.038" relative_energy_kj_mol=504.0 gap_ev="8.035 / 7.393" e_homo_ev="-8.32 / -8.42"
C -0.7624 0.6934 0.1698 -2.49 -0.04 0.89 -0.077
O 0.4708 0.4997 -0.0695 2.75 -0.35 0.47 -0.723
F -1.2657 -1.9829 -0.2008 0.17 0.04 -0.12 -0.568
P 1.9629 0.7744 -0.6809 -0.83 0.18 -0.33 0.782
Cl 3.1382 -0.2636 0.5966 0.12 -0.23 0.33 -0.299
H -0.8814 -1.1244 -0.2466 -0.36 -0.66 -0.02 0.540
H -1.3294 1.1584 -0.5863 -0.62 0.76 -0.77 0.155
H -1.3329 0.2451 1.0179 1.24 0.29 -0.45 0.189

***

(9)
7
Properties=species:S:1:pos:R:3:forces:R:3:nbo_charge:R:1 method="wB97M-V/def2-TZVPD" spin_multiplicity=1 lumo_ha=0.005 relative_energy_kj_mol=220.1 gap_ev=9.662 smiles="C=PF.Cl" e_homo_ev=-9.52
C 1.8753 0.4095 -0.1194 0.38 2.23 1.03 -0.959
P 0.2864 0.7266 0.2064 1.46 0.04 0.43 1.079
F -0.1928 -0.7722 0.0975 -1.45 -1.08 -0.55 -0.590
H 2.1858 -0.4659 -0.6515 0.32 -0.52 0.23 0.235
H 2.6275 1.1452 0.2855 -0.70 -0.69 -1.13 0.233
Cl -3.4236 0.0047 -0.1867 -0.26 3.19 -1.67 -0.239
H -3.3586 -1.0479 0.3684 0.24 -3.17 1.66 0.242

***

(10)
7
Properties=species:S:1:pos:R:3:forces:R:3:nbo_charge:R:1 method="wB97M-V/def2-TZVPD" spin_multiplicity=1 lumo_ha=0.028 relative_energy_kj_mol=235.2 gap_ev=10.357 smiles=FCPCl e_homo_ev=-9.61
F 0.8020 1.0077 -0.6881 1.29 -0.31 -0.18 -0.338
C 0.7741 -0.2510 -0.1981 -3.20 -2.36 0.83 -0.144
P -1.1907 -0.4510 0.5052 2.82 -0.36 -0.05 0.461
Cl -1.8845 0.7873 -0.8938 -1.10 0.68 -0.80 -0.272
H 0.9797 -1.1347 -0.8478 -0.26 1.38 -0.63 0.175
H 1.3573 -0.4977 0.6641 0.74 0.97 0.76 0.166
H -0.8379 0.5394 1.4583 -0.30 0.00 0.07 -0.048

***

(11)
7
Properties=species:S:1:pos:R:3:forces:R:3:nbo_charge:R:1 method="wB97M-V/def2-TZVPD" spin_multiplicity=1 lumo_ha=0.031 relative_energy_kj_mol=277.1 gap_ev=10.710 smiles="C/N=N/Cl" e_homo_ev=-9.87
C -0.9169 -0.0545 -0.0042 0.44 2.18 0.30 -0.456
N 0.4686 -0.4175 0.1164 0.30 -1.47 0.62 -0.140
N 1.2508 0.4740 -0.0424 -0.71 1.50 -0.18 -0.135
Cl 2.8771 -0.0467 0.0086 1.20 -0.41 0.08 0.080
H -1.1303 -0.4907 -0.9580 -0.92 0.20 -0.68 0.229
H -1.0680 1.0672 0.1222 0.09 -1.30 -0.73 0.203
H -1.4811 -0.5318 0.7573 -0.40 -0.70 0.60 0.219

***

(12)
9
Properties=species:S:1:pos:R:3:forces:R:3:nbo_charge:R:1 method="wB97M-V/def2-TZVPD" spin_multiplicity=1 lumo_ha=0.020 relative_energy_kj_mol=141.2 gap_ev=10.770 smiles="[H]/N=[NH+]/[O-].O=CCl" e_homo_ev=-10.22
H 1.9672 0.0242 1.5188 0.93 -0.34 -0.03 0.330
N 1.2885 0.6681 1.1666 0.06 0.02 1.39 -0.408
N 1.4425 0.9237 -0.0250 0.65 -2.00 -3.15 0.196
O 0.5829 1.5166 -0.6542 0.06 1.28 -1.02 -0.446
H 2.2176 0.4613 -0.7716 -1.50 1.12 2.77 0.327
O -1.0851 -1.7201 0.3054 0.48 -0.20 0.52 -0.499
C -1.8406 -1.0497 -0.3071 -0.17 -1.11 -0.84 0.343
Cl -2.1362 0.5868 -0.0887 -0.36 1.53 0.56 0.026
H -2.4369 -1.4108 -1.1442 -0.16 -0.30 -0.19 0.132